# 1
205
Properties=species:S:1:pos:R:3:forces:R:3 method="wB97M-V/def2-TZVPD" total_energy_ev=-105901.1119 relative_energy_ev=1.601 gap_ev=8.59 smiles="COC[C@H](C)N.COC[C@H](C)N.COC[C@H](C)N.COC[C@H](C)N.COC[C@H](C)N.COCCNCCOC.COCCNCCOC.COCCNCCOC.COCCNCCOC.NC(N)=O.NC(N)=O.NC(N)=O" fmax_ev_per_a=3.2
C -0.4945 7.8918 33.8566 1.7 -0.7 1.1
O 0.6860 7.2179 33.3794 -0.5 0.8 -0.2
C 1.7266 8.0912 32.9465 0.4 1.0 0.1
C 2.9201 7.1975 32.7958 -1.6 -2.6 -0.1
C 3.3501 6.6268 34.1259 -0.8 -0.3 2.5
N 4.0779 7.7597 32.2810 1.3 0.2 -2.0
H -1.2983 7.1945 33.8971 -0.4 -0.5 0.1
H -0.7586 8.6417 33.1898 -0.6 1.7 -1.2
H -0.2907 8.3198 34.8516 -0.2 -0.1 -0.3
H 1.4916 8.7113 31.9944 0.2 -1.1 1.4
H 2.1331 8.7904 33.7261 -1.2 0.1 -0.2
H 2.5911 6.3524 32.1775 0.2 0.0 -0.3
H 2.6405 6.1397 34.8766 0.1 0.8 -1.5
H 3.7545 7.4788 34.6920 0.2 -0.2 0.1
H 4.1142 5.8809 34.0297 0.7 -0.2 -0.4
H 4.4010 8.4387 32.9110 0.8 1.2 0.7
H 4.0155 8.1378 31.3448 -0.2 0.1 0.0
C -7.2021 6.9528 26.3448 1.8 -1.6 -0.4
O -6.5765 7.0955 27.6074 -0.6 0.6 0.8
C -7.4752 7.6256 28.6083 -0.8 -1.0 -0.2
C -8.5304 6.5686 29.0593 0.3 0.1 0.2
C -9.3393 6.9532 30.3374 -1.2 -1.0 -0.7
N -7.8219 5.3078 29.3743 -0.1 -0.1 -0.6
H -8.1483 6.4132 26.4126 0.0 0.1 -0.2
H -6.4502 6.3831 25.7272 -0.9 0.0 0.6
H -7.2651 7.8451 25.7658 -0.6 1.3 0.0
H -6.9664 7.8962 29.5055 1.2 0.1 0.4
H -7.9235 8.5440 28.2357 -0.4 0.1 -0.2
H -9.2082 6.3989 28.2186 -0.1 0.2 0.4
H -10.0003 6.0716 30.6527 1.0 1.0 -0.5
H -10.0710 7.7473 30.1212 0.4 0.0 0.1
H -8.7364 7.1950 31.2113 0.2 0.1 -0.2
H -8.5628 4.6230 29.5202 0.2 -0.1 0.2
H -7.3408 4.9609 28.5311 0.0 0.4 0.5
C -0.4028 10.5549 40.6235 -0.3 -1.1 0.7
O -1.3053 11.0828 39.7322 -1.8 1.8 -1.1
C -1.5118 10.4901 38.4742 1.5 -0.5 0.2
C -1.1730 11.4636 37.3398 0.4 -0.3 0.1
C -1.1687 10.7570 35.9846 -0.7 -0.2 0.6
N 0.1935 12.0159 37.5305 -1.1 -0.1 1.0
H 0.3030 9.8862 40.0510 -0.2 0.7 1.1
H -1.0088 9.9999 41.3956 1.0 0.0 -0.5
H 0.0272 11.4204 41.1488 0.5 -0.5 -0.2
H -0.6903 9.7822 38.4117 -0.1 -1.0 -0.4
H -2.5013 9.9742 38.4129 0.6 0.6 -0.1
H -1.9618 12.1861 37.3243 -0.5 1.0 0.0
H -0.2175 10.2359 35.8700 0.1 0.3 -0.3
H -1.4424 11.4422 35.1404 0.5 -1.0 0.9
H -1.9031 9.9590 36.1252 -0.3 0.0 -0.8
H 0.2249 12.6584 38.3348 -0.1 -0.4 -0.5
H 0.3451 12.5572 36.7054 0.5 0.6 -0.5
C -0.6323 2.1514 27.6683 0.8 2.1 -0.2
O 0.3791 2.6470 28.5806 -1.6 -1.9 0.0
C 1.1614 3.6583 28.0444 0.8 0.1 1.2
C 2.3311 3.8774 29.0194 0.6 -1.8 -1.9
C 3.1887 5.0252 28.5281 -0.3 0.2 1.2
N 3.0912 2.6059 29.0943 -1.9 0.0 -1.4
H -0.1215 1.8547 26.7492 -0.2 -0.1 -0.1
H -1.3673 2.9630 27.4478 0.5 -0.4 -0.1
H -1.2057 1.3503 28.0680 0.0 -0.8 0.7
H 1.4623 3.4050 27.0347 0.3 0.3 -0.4
H 0.6259 4.5757 28.1623 -0.7 1.0 -0.8
H 1.8313 4.0446 29.9313 -0.4 0.8 1.5
H 3.9181 4.6571 27.8234 0.3 0.1 -0.1
H 3.6108 5.6076 29.3580 0.5 -0.5 -0.2
H 2.5405 5.7548 28.0912 -0.4 0.5 -0.7
H 2.4485 1.8572 29.3705 0.4 0.4 -0.1
H 3.8296 2.6524 29.7268 1.4 0.1 1.2
C 3.3700 2.5265 39.1255 -0.4 -0.5 1.2
O 2.0223 2.7501 38.8077 -0.7 0.7 0.4
C 1.7752 4.0985 38.4593 -0.1 0.9 0.9
C 0.2722 4.3700 38.2156 -0.1 0.3 0.3
C -0.3137 3.3746 37.1874 -1.7 0.7 0.6
N 0.0949 5.8244 37.9087 -0.4 -1.3 1.8
H 3.4399 1.4645 39.1364 0.3 -1.0 -0.1
H 3.6520 2.7982 40.2004 -0.2 0.5 -1.5
H 3.9913 2.8844 38.3135 0.6 0.5 0.2
H 2.1981 4.8286 39.2355 -0.7 -0.9 -0.8
H 2.3040 4.2802 37.5411 0.4 0.4 -0.8
H -0.2496 4.2576 39.1687 0.1 -0.3 0.0
H -1.4309 3.5070 37.0722 0.9 -0.4 0.8
H -0.0593 2.3273 37.3754 0.0 0.3 0.0
H -0.0511 3.6745 36.2083 1.1 0.1 -1.2
H -0.8586 6.1618 38.0448 0.4 -0.4 -0.2
H 0.4234 6.0598 37.0230 0.5 0.5 -1.8
C -2.8227 13.3237 34.0593 0.2 0.3 2.6
O -2.4805 13.4279 32.7539 -0.4 -0.4 -2.3
C -1.4244 12.5375 32.3880 -0.1 -0.1 0.3
C -1.7434 11.3328 31.4804 -1.1 0.8 2.3
N -2.7605 10.5253 32.1496 -0.4 -1.4 -0.7
C -3.6640 9.8356 31.1915 -0.5 1.5 0.3
C -4.8663 10.6775 30.6635 0.3 1.8 1.4
O -5.5027 11.3259 31.7998 1.7 -0.8 0.6
C -6.6637 12.0485 31.5699 -0.1 -0.8 -0.8
H -3.1701 12.3485 34.3955 -0.3 -0.4 -0.3
H -3.6025 14.0367 34.3475 0.2 0.1 -0.4
H -1.9270 13.5018 34.7078 -0.5 0.2 -0.2
H -0.9921 12.2874 33.3557 0.6 -0.6 -0.3
H -0.7521 13.1205 31.8194 1.1 0.8 -0.4
H -0.8059 10.7937 31.3077 -0.2 0.0 -0.2
H -2.1805 11.7462 30.6015 0.1 0.3 -1.3
H -3.3058 11.0926 32.7613 -0.4 0.4 0.3
H -4.0789 8.9196 31.5605 0.1 -0.6 0.6
H -3.0220 9.6570 30.3630 0.3 -0.7 -1.0
H -5.6899 10.1401 30.2451 -0.1 -1.0 -0.9
H -4.5085 11.4459 29.9420 -0.3 -0.3 0.3
H -6.4116 12.9973 31.1364 -0.2 0.7 -0.6
H -7.1644 12.2268 32.5040 -0.1 0.0 0.5
H -7.3292 11.4517 30.9227 -0.1 0.4 0.0
C -5.9478 0.3911 29.5238 0.7 -0.1 -0.7
O -6.6315 0.4815 28.2597 -0.2 0.6 0.3
C -7.6718 1.4707 28.2545 0.5 0.5 1.0
C -8.6656 1.1578 27.2010 -1.3 -0.1 -2.7
N -9.6801 2.2556 27.0570 0.5 -0.6 1.0
C -9.2235 3.3974 26.2986 0.0 1.3 2.0
C -10.3191 4.4486 26.0732 1.4 -0.5 -0.5
O -10.5351 5.1097 27.2856 -0.5 0.6 -0.4
C -11.7124 5.8690 27.2892 -0.7 2.2 1.1
H -5.5870 1.3791 29.8235 0.1 -0.1 0.0
H -5.0898 -0.3122 29.3963 -0.6 0.7 -0.1
H -6.5522 -0.0105 30.3308 -0.5 0.0 0.0
H -7.3694 2.5384 28.0668 0.7 -1.0 0.2
H -8.1466 1.5019 29.2426 -0.1 -0.2 0.0
H -9.1694 0.1533 27.3007 0.4 1.1 0.2
H -8.1716 1.1461 26.1808 0.1 -0.5 1.0
H -10.5517 1.8965 26.7248 -0.3 -0.2 -0.3
H -8.7552 3.1535 25.3929 0.6 -0.6 -1.8
H -8.4226 3.8845 26.9066 -0.5 -0.1 -0.5
H -11.1934 3.9148 25.7342 -0.7 0.0 -0.2
H -10.0030 5.1724 25.2694 -0.3 -0.6 0.6
H -12.1216 6.3581 26.3849 1.1 -0.5 -0.4
H -11.6458 6.7511 27.9993 0.5 -1.1 -0.5
H -12.5362 5.3062 27.6480 -0.8 -0.9 0.5
C 1.7659 3.2214 33.2465 -0.4 0.0 0.3
O 2.8500 2.6946 33.9506 0.2 -1.0 0.2
C 3.6260 1.7589 33.1890 0.1 0.4 1.4
C 4.6852 2.4929 32.4386 0.5 -0.8 -1.5
N 5.5379 3.1771 33.3538 0.3 -0.3 0.0
C 6.6158 3.9274 32.7935 0.8 0.3 0.5
C 7.4164 4.5728 33.8886 0.5 -0.4 2.4
O 8.2150 3.6746 34.7177 0.1 -0.3 -0.3
C 8.6560 4.2410 35.9334 0.3 1.7 0.4
H 1.6702 2.7574 32.2905 0.1 -0.1 -1.1
H 1.9147 4.2834 33.1522 -0.3 0.6 -0.2
H 0.8162 2.9960 33.7369 0.0 0.2 0.4
H 3.0242 1.1061 32.5674 -0.4 0.1 -0.3
H 4.1309 1.1289 33.9382 -0.2 0.1 -0.2
H 4.2774 3.1460 31.6182 0.0 -0.3 0.6
H 5.2470 1.6621 31.9104 -0.1 0.9 0.3
H 5.0756 3.6406 34.1153 -0.4 0.1 0.0
H 6.3195 4.7957 32.1555 0.0 -0.7 -0.1
H 7.3005 3.2303 32.3045 -0.2 0.2 -0.6
H 6.7314 5.0202 34.6157 -0.2 0.5 -0.3
H 8.1245 5.2998 33.5497 0.1 0.8 -0.6
H 9.5040 3.7412 36.3990 -0.2 -0.9 -0.5
H 7.8707 4.3283 36.6979 -0.2 -0.3 -0.2
H 9.0944 5.2862 35.8886 -0.7 -0.7 -0.7
C -3.9311 6.2802 29.1377 0.9 1.1 -1.1
O -2.8150 5.9086 29.9308 0.0 1.2 -0.3
C -2.5971 4.5548 29.9696 0.6 -1.9 1.8
C -3.5419 3.8552 30.9764 -0.8 1.2 0.1
N -3.6081 4.4268 32.3629 -0.7 -0.4 -1.6
C -2.3319 4.8257 32.8974 -0.7 1.1 1.5
C -2.6188 5.2646 34.3576 -0.1 -1.4 0.4
O -3.7060 6.2077 34.4774 1.4 0.1 0.9
C -3.6764 6.7820 35.8284 -1.9 -2.2 -0.5
H -4.1820 5.4788 28.4210 -0.1 0.4 0.3
H -3.5996 7.2145 28.5955 -0.6 -0.9 0.3
H -4.7690 6.5576 29.7482 -0.6 -0.1 0.3
H -1.5914 4.4003 30.4313 -0.3 0.1 -0.9
H -2.6944 4.0661 28.9825 0.2 0.2 0.3
H -3.2787 2.8255 31.0562 0.4 -0.9 -0.1
H -4.5685 3.8880 30.5792 0.2 0.0 0.0
H -4.1504 5.2975 32.3090 0.1 -0.5 0.1
H -1.9835 5.6235 32.3032 1.0 1.2 -0.6
H -1.5853 4.0461 32.8955 0.1 -0.5 0.1
H -1.7459 5.5672 34.9877 -0.4 0.0 -0.8
H -2.9272 4.2705 34.7538 -0.2 0.6 0.5
H -4.6533 7.2866 35.9514 0.5 -0.2 0.0
H -2.8960 7.5033 35.9402 0.8 0.3 0.1
H -3.6403 5.9069 36.5796 0.2 1.5 -0.9
N -0.3772 7.5702 30.5571 2.1 1.3 -2.0
C 0.2389 7.7648 29.3089 -1.2 -0.2 1.0
N -0.6714 7.8189 28.2570 0.6 0.0 -0.4
O 1.4268 7.9807 29.1244 -0.5 -0.1 0.5
H -1.2171 7.0954 30.6017 -2.2 -1.0 -0.3
H 0.2210 7.3754 31.3102 0.9 -0.3 0.9
H -1.4941 7.2394 28.1827 0.1 -0.1 0.7
H -0.1529 7.8366 27.3986 0.0 0.1 -0.4
N -6.3389 2.6289 32.3902 0.0 1.1 -0.4
C -6.0111 1.3680 32.7157 0.8 0.0 -0.1
N -4.7007 1.0080 32.5769 2.1 0.0 0.4
O -6.7841 0.5074 33.0538 -1.6 -0.5 0.5
H -7.2608 2.9100 32.6289 -0.6 0.1 0.0
H -5.6919 3.3744 32.1398 0.0 -0.7 0.5
H -4.5301 0.1866 33.1467 0.0 0.0 -0.4
H -3.9444 1.6858 32.7116 -0.8 0.0 -0.2
N -4.0937 4.0163 25.2775 0.3 1.1 -0.7
C -4.5759 2.9778 26.0341 0.6 1.0 0.3
N -5.0290 1.8017 25.4968 -0.1 1.4 1.2
O -4.6016 3.1698 27.2371 -0.4 -0.4 0.8
H -3.7939 3.9596 24.3060 -0.3 -0.1 0.6
H -3.8983 4.9092 25.7984 -0.3 -1.8 -0.9
H -4.9950 1.0915 26.1714 -0.4 -1.0 1.2
H -4.8751 1.4513 24.6126 0.6 -0.1 -2.3

---

# 2
99
Properties=species:S:1:pos:R:3:forces:R:3 method="wB97M-V/def2-TZVPD" total_energy_ev=-178372.1316 charge=+1 relative_energy_ev=0.644 gap_ev=7.13 fmax_ev_per_a=0.4
Sc -0.9924 1.6095 -0.4995 -0.1 -0.3 -0.2
C -1.8957 -1.7196 -3.5913 0.0 0.0 -0.1
C -1.5388 -0.3593 -2.9973 0.0 -0.1 -0.1
N -0.5939 -0.3477 -1.8471 0.0 0.1 0.1
C 0.8177 -0.3324 -2.2897 0.0 -0.1 0.0
C 1.2907 -1.4730 -3.1785 0.1 0.0 0.0
C -0.9062 -1.4237 -0.8935 0.0 -0.1 0.0
C -2.2921 -1.2106 -0.2967 -0.1 0.0 -0.1
N -2.5233 0.2154 -0.0606 0.0 0.1 0.1
C -3.8365 0.6296 -0.0239 0.1 0.0 0.1
C -4.0901 1.9993 -0.1558 0.1 -0.1 0.1
F -2.9744 2.7922 -0.2298 -0.1 0.1 -0.2
C -5.3343 2.5719 -0.2016 0.0 0.0 0.1
F -5.4364 3.8959 -0.3479 0.0 0.0 0.0
C -6.4625 1.7816 -0.0929 0.0 0.0 0.0
C -6.2573 0.4286 0.0829 -0.1 0.0 0.0
F -7.3111 -0.3814 0.2298 0.0 0.0 0.0
C -4.9965 -0.1417 0.1316 0.0 -0.1 0.0
F -4.9139 -1.4643 0.3786 -0.1 0.0 0.0
H -2.4825 -1.5403 -4.4933 0.0 0.0 0.0
H -2.5132 -2.3182 -2.9230 0.0 0.0 0.0
H -1.0288 -2.3138 -3.8738 -0.1 0.0 0.0
H -2.4563 0.1370 -2.6820 0.0 0.0 0.0
H -1.0957 0.2706 -3.7688 0.0 0.0 0.0
H 1.4305 -0.2855 -1.3892 0.0 0.0 0.0
H 0.9649 0.6098 -2.8237 0.0 0.0 0.0
H 1.0928 -2.4480 -2.7354 0.0 -0.1 0.0
H 2.3700 -1.3843 -3.3059 0.0 0.0 0.0
H 0.8385 -1.4360 -4.1694 0.0 0.0 0.0
H -0.1564 -1.3909 -0.1087 0.1 0.0 0.0
H -0.8574 -2.4132 -1.3593 0.0 0.0 0.0
H -2.3705 -1.8094 0.6162 0.0 0.0 0.0
H -3.0437 -1.5995 -0.9871 0.0 0.0 0.0
H -7.4561 2.2020 -0.1286 0.0 0.0 0.0
C -1.9002 1.3649 5.0459 0.0 0.0 0.0
C -1.5524 2.3393 3.9552 0.0 0.0 0.1
C -1.3017 3.6844 4.1970 0.0 0.1 0.0
C -0.9953 4.5348 3.1496 0.0 0.0 0.1
C -0.9326 4.0001 1.8771 0.0 0.0 -0.1
Br -0.6248 5.1508 0.4126 0.0 0.0 0.0
N -1.1195 2.7132 1.6175 0.0 -0.1 0.0
C -1.4455 1.9135 2.6453 -0.1 0.0 -0.1
H -2.1944 1.8818 5.9572 0.0 0.0 0.0
H -1.0440 0.7290 5.2796 0.0 0.0 0.0
H -2.7220 0.7158 4.7421 0.0 0.0 0.0
H -1.3617 4.0753 5.2059 0.0 0.0 0.0
H -0.8215 5.5892 3.3034 0.0 0.0 0.0
H -1.6377 0.8817 2.3841 0.0 0.0 0.0
O 0.8463 2.6663 -0.9918 0.1 -0.1 0.0
C 1.2346 3.2044 -2.0365 0.1 0.0 0.0
C 0.4859 3.3336 -3.2428 -0.1 0.0 0.0
C 1.1156 3.8948 -4.3648 0.2 0.1 0.1
C 0.4279 4.0113 -5.5338 -0.1 0.0 -0.1
C -0.9067 3.5881 -5.6368 0.0 0.0 -0.1
C -1.5432 3.0476 -4.5532 0.0 0.0 0.1
C -0.8718 2.9029 -3.3152 0.0 0.0 0.1
O -1.4820 2.3882 -2.2992 0.1 0.2 0.0
N 1.0968 4.5864 -6.7073 0.0 -0.1 0.0
O 0.4529 4.6641 -7.7324 0.0 0.0 0.0
O 2.2544 4.9306 -6.5810 0.0 0.0 0.0
H 2.2532 3.6156 -2.0478 0.0 0.0 0.0
H 2.1438 4.2313 -4.3116 0.0 0.0 0.0
H -1.4138 3.7016 -6.5852 0.0 0.0 0.0
H -2.5740 2.7248 -4.6084 0.0 0.0 0.0
S 1.0511 0.6098 1.2751 0.2 0.1 0.0
Sb 2.0742 -1.3834 1.6773 -0.1 -0.2 0.1
C 3.9113 -1.0138 2.6226 -0.1 -0.1 0.0
C 4.1703 0.2431 3.1582 0.0 -0.1 0.0
C 5.3769 0.4669 3.8076 0.0 0.0 0.0
C 6.3076 -0.5575 3.9187 0.0 0.0 0.0
C 6.0449 -1.8096 3.3790 0.0 0.0 0.0
C 4.8442 -2.0438 2.7255 0.0 0.1 0.0
C 2.5642 -2.6962 0.0973 0.0 0.1 0.1
C 3.7065 -2.4575 -0.6649 -0.1 -0.1 0.0
C 4.0768 -3.3694 -1.6435 0.0 0.0 0.0
C 3.3162 -4.5128 -1.8518 0.0 0.0 0.0
C 2.1809 -4.7501 -1.0884 0.0 0.0 0.0
C 1.7986 -3.8400 -0.1115 0.1 0.0 0.0
C 0.8362 -2.5684 2.9061 0.1 0.1 -0.1
C 1.2781 -3.8061 3.3656 -0.1 0.0 0.0
C 0.4440 -4.5736 4.1664 0.0 0.0 0.0
C -0.8228 -4.1074 4.4967 0.0 0.0 0.0
C -1.2617 -2.8756 4.0326 0.0 0.0 0.0
C -0.4296 -2.0996 3.2360 0.0 -0.1 0.0
H 3.4407 1.0381 3.0586 0.0 0.0 0.0
H 5.5899 1.4425 4.2238 0.0 0.0 0.0
H 7.2466 -0.3793 4.4258 0.0 0.0 0.0
H 6.7752 -2.6033 3.4635 0.0 0.0 0.0
H 4.6497 -3.0175 2.2912 0.0 0.0 0.0
H 4.3129 -1.5766 -0.4886 0.0 0.0 0.0
H 4.9647 -3.1927 -2.2365 0.0 0.0 0.0
H 3.6133 -5.2255 -2.6098 0.0 0.0 0.0
H 1.5949 -5.6460 -1.2482 0.0 0.0 0.0
H 0.9235 -4.0353 0.4976 0.0 0.0 0.0
H 2.2628 -4.1770 3.1043 0.0 0.0 0.0
H 0.7820 -5.5344 4.5308 0.0 0.0 0.0
H -1.4708 -4.7102 5.1193 0.0 0.0 0.0
H -2.2514 -2.5196 4.2882 0.0 0.0 0.0
H -0.7575 -1.1341 2.8665 0.0 0.0 0.0